# 1
A structure of composition C12H18Cl2F26HfNO10P4S2 in a non-equilibrium geometry. Source: OMol25; level of theory: wB97M-V/def2-TZVPD.

Summary:
Kohn-Sham gap: 5.083 eV
E_LUMO: -2.510 eV
Total energy: -7002.6555 Ha
HOMO: -7.6 eV
M: 1267.65 g mol⁻¹
Charge: -1
Maximum force: 9.74 eV Å⁻¹

Cartesian coordinates (Å):
Hf -1.967798 0.653785 -3.842331
Cl -1.383412 -2.212554 3.341568
Cl -3.980239 -0.195880 4.883703
S -0.131526 0.007502 -0.837125
S -1.159753 -1.991098 -1.341840
P 1.891184 0.765715 -4.690399
P -4.954693 0.196928 -1.174705
P -2.022143 -1.864866 -5.929231
P -2.511890 3.749691 -2.793537
F -1.147352 -2.166766 -7.258652
F -5.994362 0.028643 0.010185
F -2.319759 4.889299 -4.033793
F 3.478390 0.405333 -4.815117
F 1.608783 -0.783777 -4.206391
F -1.763231 -0.209320 -6.121872
F -3.922120 0.249676 -2.424726
F -2.207566 -3.427058 -5.554650
F 0.225194 0.922436 -4.478371
F -2.690730 2.353726 -1.974626
F -0.048483 1.543779 -1.412260
F -1.166768 2.992426 -3.387413
F 2.173519 2.332051 -5.145428
F 2.127990 1.127600 -3.119953
F -4.618807 -1.387277 -1.115419
F -2.806268 -1.409915 -4.606522
F -3.444455 -1.630758 -6.624928
F -1.382720 4.382458 -1.869579
F -0.918132 -1.712582 -4.828772
F 1.591994 0.366533 -6.215782
F -3.341252 2.743549 -3.806138
F -3.666546 0.481378 -0.175176
F -2.282187 -2.450417 -2.346508
F -6.266235 -0.236831 -2.122551
F -5.249252 1.788761 -1.504940
F -3.791729 4.531183 -2.167501
O 3.798253 -1.092815 0.250655
O 0.841824 2.597751 3.966172
O 6.032626 -2.703389 4.077811
O 3.241554 0.720027 3.944477
O -1.845528 -2.077217 -0.135647
O -0.108309 -2.942933 -1.660941
O 1.253038 -0.439841 -0.876998
O -0.753099 0.383976 0.409981
O 1.601669 -2.596494 0.950143
O 3.793600 -4.272544 4.780177
N -1.055189 -0.419781 -2.132216
C -3.515611 -0.537658 3.201782
C 0.489142 3.911778 3.980171
C 2.148681 0.722138 3.064560
C 3.800079 -1.834359 1.365795
C 1.443702 2.068164 2.813342
C 5.060780 -2.742687 3.346126
C 3.778023 -3.455692 3.674704
C 4.267825 1.684590 3.772260
C 2.575624 -2.579287 1.676307
C 4.909833 -1.881503 2.171765
C 2.665609 -3.340843 2.933089
C -3.098289 -2.015056 3.050409
H 5.269354 1.531682 4.175929
H 2.369885 0.166543 2.152524
H -3.392161 -2.370210 2.063178
H -0.043418 4.017404 4.926353
H 4.475767 1.771581 2.703853
H -2.731888 0.183586 2.972199
H 2.165481 2.802150 2.444438
H 4.704851 -4.345028 5.083221
H -3.504813 -2.693799 3.798439
H 2.946290 -1.176400 -0.195534
H -0.203760 4.136352 3.167255
H 1.747170 -3.739431 3.340622
H 3.899132 2.583032 4.269869
H 1.403016 4.504246 4.064213
H 1.359907 0.195458 3.605021
H -4.317525 -0.202909 2.544176
H 5.793505 -1.286044 1.991120
H 0.775717 1.932106 1.959980

Atoms 1-2, force components in eV/Å:
Hf 1.7187 -0.7928 2.4838
Cl 1.0883 -0.0347 -0.2076


# 2
A structure of composition C8H18CoN5O3. Source: OMol25; level of theory: wB97M-V/def2-TZVPD.

Summary:
2S+1: 5
<S²>: 6.011
Kohn-Sham gap (alpha / beta): 9.567 / 8.216 eV
E_LUMO (alpha / beta): -5.722 / -8.050 eV
Total energy: -2197.3829 Ha
HOMO (alpha / beta): -15.3 / -16.3 eV
M: 291.20 g mol⁻¹
Charge: +2
Maximum force: 0.82 eV Å⁻¹

Cartesian coordinates (Å):
Co 0.012068 0.145297 0.360931
O -2.176689 -0.030695 0.529669
O -0.182701 -1.716672 1.087657
O -1.670432 -3.314145 1.808608
N 4.086391 0.701365 -0.486287
N 1.104657 4.135641 -0.219673
N 0.080932 2.091566 0.173170
N 2.397360 2.253801 -0.232360
N 1.898556 -0.028284 -0.106236
C -2.717996 -1.317177 0.589580
C 5.067303 1.782560 -0.509369
C 4.590210 -0.670685 -0.538328
C -1.156786 -2.373757 1.372290
C 1.147022 2.806697 -0.087345
C -2.750779 -2.004484 -0.728993
C -3.781579 -1.530610 1.599449
C 2.787957 0.920460 -0.274091
H 6.043480 1.352412 -0.705201
H 5.581594 -0.655522 -0.980432
H -1.831970 -1.856306 -1.295201
H -3.573545 -1.572808 -1.310377
H 3.146041 2.919036 -0.358057
H 4.651690 -1.106231 0.461130
H 4.864201 2.484403 -1.320913
H 0.242674 4.638325 -0.082728
H -2.580615 0.531716 1.208552
H 5.112800 2.297250 0.452284
H -2.938159 -3.068858 -0.606427
H 1.903160 4.681163 -0.499116
H -0.754361 2.666357 0.186854
H -3.986453 -2.593218 1.715464
H -4.702490 -1.047736 1.251802
H 2.309065 -0.954282 -0.115469
H -3.513586 -1.117956 2.572260
H 3.963378 -1.286524 -1.183597

Atoms 1-2, force components in eV/Å:
Co -0.0697 0.1107 -0.1127
O -0.0206 0.0605 -0.0762


# 3
A structure of composition C23H25BrCl2N4O3Pt in a non-equilibrium geometry. Source: OMol25; level of theory: wB97M-V/def2-TZVPD.

Summary:
Kohn-Sham gap: 7.059 eV
E_LUMO: -0.241 eV
Energy above the lowest of the compared OMol25 structures with the same formula, charge and spin: 157.4 kJ/mol
Total energy: -4949.9069 Ha
HOMO: -7.3 eV
M: 751.37 g mol⁻¹
Maximum force: 1.34 eV Å⁻¹

Cartesian coordinates (Å):
Pt 1.201628 -0.519774 -0.373767
Br 0.975268 8.291334 -1.486935
Cl 3.878830 -0.557272 0.448238
Cl 3.017362 -1.733965 2.988882
O 2.181754 2.177162 1.338924
O 1.077420 1.565001 -0.519271
O 0.510521 -0.549320 -2.452726
N 0.522321 -4.571835 -1.147909
N 1.182699 -2.583112 -0.596233
N -0.533707 -0.408441 1.201319
N -2.627602 -0.278868 2.629369
C 0.384623 -3.251502 -1.424176
C 1.449304 3.850817 -0.164717
C -2.357847 -3.097501 -3.965710
C 1.159245 6.479449 -0.939641
C -1.671401 0.042411 0.374115
C 2.086977 4.859503 0.544755
C -1.348757 -0.919235 -3.818303
C 1.421767 -4.734588 -0.117712
C -0.318983 0.539872 2.309093
C 1.607970 2.418707 0.275295
C -0.834025 -1.737988 1.757373
C 1.947754 6.183404 0.159565
C -1.481610 -3.555565 -3.012150
C -2.287365 -1.756874 -4.362462
C -2.111082 -1.642485 2.640896
C 0.662684 4.169184 -1.266612
C 0.508923 5.489775 -1.657323
C -0.397402 -1.365654 -2.858508
C -2.945493 0.115710 1.259843
C -1.612645 0.622174 3.167063
C 1.821905 -3.486902 0.219456
C -0.504495 -2.728120 -2.437679
C 3.808581 -0.352479 2.211165
H 4.820685 -0.278174 2.590114
H 1.701659 -5.700772 0.260877
H 0.181665 3.372812 -1.817464
H -1.580991 -4.587969 -2.692771
H -1.276185 0.117655 -4.121195
H 0.027973 -2.071536 2.335898
H -0.103549 5.747074 -2.510189
H -2.017998 1.635117 3.167238
H 2.444147 6.974788 0.703378
H -2.892426 -2.311394 2.275531
H 2.513995 -3.177766 0.982318
H 2.694141 4.598588 1.400713
H -1.794910 -0.662341 -0.449967
H 0.076836 -5.313319 -1.654560
H 3.222881 0.540755 2.385826
H -1.416117 0.340077 4.202982
H -3.093518 -3.764077 -4.394840
H -0.979441 -2.431290 0.927328
H -0.062399 1.509103 1.895737
H -3.349861 1.128825 1.281866
H 0.529787 0.192146 2.897180
H -2.989379 -1.380521 -5.096414
H -1.413523 1.011768 -0.051873
H -3.726131 -0.547895 0.883820
H -1.892463 -1.914676 3.674951

Atoms 1-2, force components in eV/Å:
Pt -0.8654 0.0636 -1.0158
Br -0.0036 -0.0882 0.0413


# 4
A structure of composition C42H47ClIrN9O3S2 in a non-equilibrium geometry. Source: OMol25; level of theory: wB97M-V/def2-TZVPD.

Summary:
2S+1: 6
<S²>: 8.788
Kohn-Sham gap (alpha / beta): 4.804 / 2.302 eV
E_LUMO (alpha / beta): -9.160 / -11.656 eV
Energy above the lowest of the compared OMol25 structures with the same formula, charge and spin: 250.0 kJ/mol
Total energy: -3707.0735 Ha
HOMO (alpha / beta): -14.0 / -14.0 eV
M: 1017.70 g mol⁻¹
Charge: +3
Maximum force: 3.48 eV Å⁻¹

Cartesian coordinates (Å):
Ir 0.090520 1.478130 0.646798
Cl 5.719920 -2.537970 -5.000002
S -3.350480 0.622630 0.663598
S 1.006320 1.681330 -1.704502
O -1.010480 -6.438370 -0.679002
O 1.701020 8.512530 0.936598
O -2.201380 1.571130 0.369798
N 3.544320 1.738330 -2.408102
N 0.236620 3.825130 0.857298
N -0.456080 8.880730 0.420698
N 3.223020 1.457730 -0.177802
N 0.704320 1.270530 2.841898
N 2.461320 1.279430 0.879198
N -0.340780 -3.006770 0.101398
N 0.044820 -0.876870 0.345398
N 0.912620 -2.808870 -0.300802
C -0.853880 -1.839370 0.505098
C 2.016020 -2.094170 -3.647302
C 1.404320 4.449430 0.710298
C -0.863980 4.562830 0.939098
C -7.268580 2.887430 1.215798
C -2.972980 -3.435270 -1.827202
C 1.122220 -1.530970 -0.156102
C 4.153520 -2.868870 -4.416802
C -0.902280 -4.326670 0.179398
C 2.372320 0.667730 4.438298
C -0.855180 5.950430 0.883098
C -6.796180 2.045130 2.211398
C 6.715620 1.524430 1.908998
C 3.731920 -4.192070 -4.243802
C 0.361320 6.599130 0.713598
C 5.411020 1.194330 1.602898
C 0.588220 8.097530 0.694398
C 6.996320 2.358230 2.985398
C -0.233580 1.056330 3.754698
C 5.954820 2.863630 3.754298
C 2.966120 1.342530 2.090998
C -2.590580 -4.914270 -1.733702
C -3.614080 -5.587370 -0.803602
C -5.574980 1.406430 2.049598
C 3.276420 -1.816470 -4.122902
C -6.507280 3.128330 0.081098
C 1.511820 5.820830 0.623198
C 4.352820 1.681430 2.386098
C -3.816080 -0.059970 -0.962902
C -2.712080 -5.578970 -3.109002
C 1.578720 -3.415370 -3.459802
C 2.465220 -4.455670 -3.770902
C 1.999720 1.099630 3.161898
C -5.279880 2.507730 -0.082802
C 0.058120 0.632030 5.040998
C -4.840880 1.625630 0.891798
C 0.038820 -4.928570 -2.144502
C 4.647220 2.529930 3.467798
C 1.387720 0.427330 5.382998
C -1.146480 -5.116570 -1.145602
C 0.170920 -3.665470 -3.007102
C 2.717420 1.622130 -1.369102
H 0.005620 -5.794070 -2.807302
H -0.177080 -2.770270 -2.492102
H -5.203980 0.732830 2.809198
H 0.940920 -5.018470 -1.535302
H 2.157720 -5.483470 -3.663602
H -0.287980 9.876730 0.407098
H -3.750180 -5.552070 -3.429502
H 2.291620 3.838230 0.668398
H -2.946880 -0.536770 -1.401602
H 6.173520 3.527030 4.575498
H -1.247180 -7.076570 -1.365002
H -8.229480 3.366530 1.326798
H 2.465620 6.313030 0.508098
H -1.832080 -4.271970 0.743998
H -2.119380 -5.078570 -3.867402
H -1.789680 4.018930 1.052798
H -4.605780 -0.786070 -0.793402
H -3.407180 -6.645170 -0.677702
H -6.876480 3.784530 -0.691002
H -1.363280 8.543330 0.152698
H 3.846320 2.963730 4.047298
H 1.339120 -1.277270 -3.439502
H -1.252180 1.245130 3.444398
H -3.973280 -3.363070 -2.248402
H -4.174780 0.722730 -1.621902
H 1.652220 0.087030 6.372698
H -0.198180 -4.954370 0.737198
H -4.681880 2.710130 -0.960402
H -3.633780 -5.130770 0.182298
H 3.413620 0.509730 4.675798
H -1.783680 6.486930 0.995698
H -0.443280 -3.762370 -3.909002
H 2.050320 -1.062370 -0.409102
H -2.303580 -2.867770 -2.465202
H -2.419980 -6.625870 -3.077902
H -2.996280 -2.979570 -0.839902
H -4.606880 -5.489470 -1.234202
H 3.175220 1.973430 -3.314702
H 5.205920 0.509630 0.795598
H 3.593920 -0.799170 -4.286502
H 8.020320 2.611730 3.217698
H 4.536020 1.834830 -2.252002
H -1.827980 -1.708470 0.928598
H -0.732480 0.475430 5.756298
H 4.401820 -4.998270 -4.495902
H 7.524120 1.123830 1.317198
H -7.384480 1.873630 3.100598

Atoms 1-2, force components in eV/Å:
Ir -0.1531 -0.2212 -0.6137
Cl 0.5606 0.1515 -0.1960